Entry 1:
{"formula": "C4H8FN", "method": "ωB97M-V with the def2-TZVPD basis set", "symbols": ["C", "C", "C", "C", "H", "H", "H", "H", "H", "H", "H", "H", "N", "F"], "coordinates": [[-1.0942, 1.1327, 0.1917], [-0.3141, 0.0103, -0.3206], [0.8253, -0.4659, 0.4921], [2.1613, -0.3789, 0.3052], [-0.7303, 2.2076, 0.1431], [-2.2386, 1.1239, -0.2972], [-1.3819, 1.0068, 1.2534], [0.2244, 0.3669, -1.2823], [-1.7686, -0.5646, -1.3811], [-0.6653, -1.8533, -0.7893], [0.5540, -0.8332, 1.4753], [2.7182, -1.1191, 1.3176], [-1.2111, -1.0734, -0.4358], [2.9210, 0.4402, -0.6720]], "forces_ev_per_angstrom": [[-4.1, 3.1, 1.0], [3.4, 1.5, -1.6], [1.9, 1.4, 0.1], [1.1, -0.9, 2.5], [0.0, -1.5, -0.4], [3.1, 0.1, 0.8], [0.4, -0.2, -0.3], [-1.1, -0.6, 0.8], [1.2, -3.0, 3.3], [-0.4, -0.3, -0.3], [0.1, -0.7, -0.1], [-0.6, 3.0, -3.9], [-2.8, 1.1, -4.6], [-2.2, -2.8, 2.6]], "homo_energy_ev": -10.0, "e_above_lowest_kj_mol": 362.5, "spin_multiplicity": 1, "charge": 0, "fmax_ev_per_a": 5.49, "orbital_gap_ev": 10.900}

Entry 2:
{"formula": "C15H15ClN4PbS6", "method": "ωB97M-V with the def2-TZVPD basis set", "symbols": ["Pb", "S", "C", "S", "C", "C", "S", "S", "S", "C", "C", "C", "N", "C", "C", "H", "H", "H", "H", "H", "C", "N", "C", "N", "S", "H", "H", "H", "H", "H", "H", "Cl", "C", "C", "C", "C", "N", "C", "H", "H", "H", "H"], "coordinates": [[0.2660, 1.3101, 0.2800], [-2.6077, -4.1718, 4.5633], [-1.9517, -2.9862, 3.6383], [-1.8931, -3.0316, 1.9114], [-1.0932, -1.4929, 1.6486], [-0.7414, -0.8144, 2.7582], [0.0847, 0.7197, 2.8630], [-1.1660, -1.5839, 4.2789], [-0.8673, -1.0096, -0.0188], [5.5909, -0.3787, 0.2380], [4.6339, -1.2679, 0.7004], [3.3012, -0.8920, 0.6504], [2.9004, 0.2857, 0.1755], [3.8247, 1.1355, -0.2660], [5.1799, 0.8497, -0.2557], [6.6411, -0.6382, 0.2631], [4.9076, -2.2358, 1.0963], [2.5197, -1.5543, 1.0067], [3.4622, 2.0862, -0.6441], [5.8907, 1.5756, -0.6253], [-4.2424, -0.2288, 2.1455], [-3.5990, 0.6314, 1.1709], [-3.1041, 1.8314, 1.4487], [-3.2664, 2.3057, 2.6957], [-2.3327, 2.7777, 0.2590], [-4.5250, -1.1560, 1.6567], [-5.1415, 0.2481, 2.5397], [-3.5689, -0.4789, 2.9702], [-3.3154, 0.2436, 0.2826], [-3.4399, 1.6684, 3.4570], [-2.7487, 3.1396, 2.9147], [1.9081, -1.7613, -5.1437], [0.8364, -0.5689, -4.4918], [-0.0416, 0.1163, -5.3122], [-0.8749, 1.0575, -4.7305], [-0.7904, 1.2724, -3.3642], [0.0597, 0.6095, -2.5833], [0.8574, -0.2991, -3.1325], [-0.0688, -0.0881, -6.3737], [-1.5828, 1.6161, -5.3267], [-1.4326, 1.9938, -2.8708], [1.5309, -0.8352, -2.4734]], "forces_ev_per_angstrom": [[0.1, 0.2, 0.0], [-0.1, 0.0, 0.0], [0.2, -0.1, 0.0], [-0.1, 0.0, 0.0], [0.0, 0.0, 0.0], [0.0, 0.0, 0.0], [-0.1, 0.0, 0.0], [-0.1, 0.0, 0.0], [0.0, -0.1, 0.0], [0.0, 0.0, 0.0], [0.0, 0.0, 0.0], [-0.1, -0.1, 0.0], [-0.1, 0.0, 0.0], [0.0, 0.0, 0.0], [0.0, 0.0, 0.0], [0.0, 0.0, 0.0], [0.0, 0.0, 0.0], [0.0, 0.0, 0.0], [0.0, 0.0, 0.0], [0.0, 0.0, 0.0], [0.0, 0.0, 0.0], [0.0, 0.0, 0.0], [0.0, 0.0, 0.0], [0.0, 0.0, 0.0], [0.0, 0.0, 0.0], [0.0, 0.0, 0.0], [0.0, 0.0, 0.0], [0.0, 0.0, 0.0], [0.0, 0.0, 0.0], [0.0, 0.0, 0.0], [0.0, 0.0, 0.0], [0.0, 0.0, 0.0], [0.0, 0.0, 0.0], [0.0, 0.0, 0.0], [0.0, 0.0, 0.0], [0.0, 0.0, 0.0], [0.0, 0.0, 0.0], [0.0, 0.0, 0.0], [0.0, 0.0, 0.0], [0.0, 0.0, 0.0], [0.0, 0.0, 0.0], [0.0, 0.0, 0.0]], "homo_energy_ev": -7.0, "spin_multiplicity": 1, "charge": 0, "fmax_ev_per_a": 0.22, "orbital_gap_ev": 7.285}

Entry 3:
{"formula": "C8H16N2O2", "method": "ωB97M-V with the def2-TZVPD basis set", "symbols": ["O", "C", "C", "C", "N", "C", "C", "N", "C", "H", "H", "H", "H", "H", "H", "H", "H", "H", "H", "H", "C", "C", "O", "H", "H", "H", "H", "H"], "coordinates": [[3.4418, 0.3374, 0.6033], [3.4393, 1.5470, -0.1381], [2.0212, 2.1341, -0.1250], [1.0778, 1.3268, -1.0047], [-0.2980, 1.2987, -0.4784], [-1.1310, 0.2268, -0.6797], [-2.2882, 0.5264, -0.0352], [-2.1336, 1.7630, 0.5187], [-0.9137, 2.2381, 0.2299], [3.3758, -0.4229, 0.0215], [3.8056, 1.4092, -1.1540], [4.0589, 2.2350, 0.4298], [1.7222, 2.1161, 0.9205], [2.0613, 3.1767, -0.4424], [1.4062, 0.2947, -1.0564], [1.0471, 1.7223, -2.0163], [-0.9489, -0.6852, -1.2242], [-3.1843, -0.0713, 0.0445], [-2.7868, 2.2840, 1.0782], [-0.4654, 3.1714, 0.5042], [-1.1191, -3.8451, 0.3765], [-2.2404, -2.8080, 0.6122], [-2.9214, -2.5400, -0.5176], [-0.4132, -3.4911, -0.3817], [-0.5488, -4.0327, 1.3009], [-1.5380, -4.7969, 0.0471], [-1.7133, -1.9122, 1.0762], [-2.8130, -3.2022, 1.4902]], "forces_ev_per_angstrom": [[0.1, -0.1, -0.1], [-0.7, 0.0, 0.5], [0.5, 0.0, -0.2], [-0.1, 0.4, 0.4], [0.6, -0.4, -0.6], [-1.0, 0.2, 0.5], [-0.5, -0.5, -0.2], [0.6, 0.8, 0.0], [0.1, -0.7, -0.1], [0.0, 0.0, 0.0], [0.2, 0.1, 0.0], [0.4, 0.1, -0.3], [-0.2, -0.1, 0.1], [0.0, 0.1, 0.0], [-0.1, -0.2, 0.1], [0.0, 0.0, -0.1], [0.3, -0.1, 0.0], [0.1, -0.3, 0.0], [-0.2, -0.2, 0.0], [-0.2, 0.2, 0.2], [0.2, 0.0, 0.5], [0.6, -0.2, -0.3], [-0.1, 0.8, 0.3], [-0.1, 0.0, -0.1], [0.0, 0.0, -0.1], [-0.1, 0.1, -0.1], [0.0, 0.0, 0.0], [-0.3, 0.0, -0.2]], "homo_energy_ev": -5.5, "e_above_lowest_kj_mol": 149.3, "spin_multiplicity": 1, "charge": 0, "fmax_ev_per_a": 1.12, "orbital_gap_ev": 5.244}

Entry 4:
{"formula": "C21H39BrFIN2O9P2S", "method": "ωB97M-V with the def2-TZVPD basis set", "symbols": ["C", "C", "C", "O", "O", "C", "C", "C", "C", "C", "C", "C", "C", "C", "O", "I", "C", "P", "N", "O", "P", "O", "Br", "C", "C", "S", "O", "O", "O", "C", "F", "N", "C", "C", "H", "H", "H", "H", "H", "H", "H", "H", "H", "H", "H", "H", "H", "H", "H", "H", "H", "H", "H", "H", "H", "H", "H", "H", "H", "H", "H", "H", "H", "H", "H", "C", "C", "C", "O", "H", "H", "H", "H", "H", "H", "H", "H"], "coordinates": [[5.5226, -1.1268, 0.9730], [5.8046, -0.6930, -0.2818], [4.7279, -0.4184, -1.2923], [4.2939, -1.1349, -2.1487], [4.2915, 0.8598, -1.1611], [3.4423, 1.0870, -0.0017], [2.4890, 2.1915, -0.3870], [1.5771, 2.5965, 0.7589], [0.6686, 1.4522, 1.2749], [0.2097, 0.4140, 0.2280], [-1.3179, 0.1762, 0.1316], [-1.9456, 0.2708, -1.2737], [-1.5566, 1.5650, -2.0348], [-1.2135, 2.7940, -1.2435], [-1.5887, 3.1517, -0.1885], [0.0986, 4.1405, -2.3901], [-1.6844, -1.0215, -2.1769], [0.1305, -1.5332, -2.6461], [0.9503, -0.0516, -2.9805], [0.8880, -1.9724, -1.2495], [-2.3138, -2.5647, -1.2239], [-1.2955, -3.7641, -1.7147], [-4.1989, -3.3010, -2.1164], [-2.2599, -0.8002, -3.6234], [-2.1671, -1.9998, -4.5786], [-3.9281, -0.1046, -3.6042], [-4.8217, -1.0000, -4.2633], [-3.8996, 1.2229, -4.1391], [-4.3369, -0.1461, -2.0797], [-3.5103, 0.4007, -1.0230], [-3.8571, 1.7259, -0.9754], [-3.9646, -0.1413, 0.2026], [-5.4292, -0.1957, 0.3412], [-5.8041, -0.3367, 1.8224], [5.0273, -2.0838, 1.1152], [5.8241, -0.5310, 1.8304], [6.8194, -0.5035, -0.6301], [2.9295, 0.1617, 0.2633], [4.0844, 1.4210, 0.8158], [1.9354, 1.9172, -1.2845], [3.0830, 3.0577, -0.6943], [2.2047, 2.9026, 1.6045], [0.9895, 3.4835, 0.5229], [1.2360, 0.9354, 2.0491], [-0.1737, 1.9080, 1.8017], [0.5883, 0.6361, -0.7650], [0.6257, -0.5300, 0.5687], [-1.7940, 0.8914, 0.7979], [-1.5401, -0.7962, 0.5651], [-2.3595, 1.8983, -2.6991], [-0.7261, 1.4044, -2.7150], [1.8904, -0.1150, -2.5845], [1.1023, -0.0482, -3.9858], [1.1755, -2.8829, -1.3726], [-0.8728, -4.1098, -0.9197], [-1.6403, -0.0074, -4.0494], [-2.9741, -1.9981, -5.3068], [-1.2368, -1.9241, -5.1379], [-2.1517, -2.9617, -4.0745], [-3.6267, -1.0930, 0.3144], [-5.8901, 0.7127, -0.0393], [-5.8654, -1.0360, -0.2057], [-6.8068, 0.0651, 1.9688], [-5.8066, -1.3853, 2.1195], [-5.1153, 0.2417, 2.4355], [1.7879, 0.0851, 5.8591], [2.7452, -0.3819, 4.7742], [4.1559, -0.5542, 5.3154], [2.7445, 0.5453, 3.6868], [2.1035, 1.0557, 6.2516], [0.7823, 0.2052, 5.4556], [1.7491, -0.6248, 6.6862], [2.3947, -1.3279, 4.3583], [4.5362, 0.3988, 5.6934], [4.8305, -0.8880, 4.5260], [4.1837, -1.2821, 6.1270], [3.0498, 1.3954, 4.0235]], "forces_ev_per_angstrom": [[0.3, 0.1, -0.5], [-0.1, -0.4, 0.1], [0.1, -1.4, -0.5], [-0.1, -0.1, -0.1], [-0.1, -0.3, 0.0], [0.3, 0.5, -0.2], [0.2, 0.5, -0.1], [-0.1, -0.3, 0.5], [0.2, 0.3, 0.1], [-0.5, -0.1, 0.4], [0.7, 0.4, 0.3], [-1.2, -0.2, 0.2], [0.6, -0.1, -0.6], [-0.3, 0.1, 0.1], [0.1, -0.1, 0.1], [-0.1, 0.0, -0.2], [0.0, 0.0, -0.1], [0.1, -0.5, -0.7], [0.1, -0.3, 0.0], [-0.2, 0.2, 0.1], [0.1, 0.4, 0.6], [0.0, 0.1, -0.2], [0.0, -0.1, -0.1], [0.6, -0.1, 0.6], [0.2, 0.0, -0.3], [-0.6, -0.2, -1.5], [-0.1, -0.2, 0.3], [0.4, 0.3, 0.7], [0.5, 0.1, -0.2], [-0.2, 0.2, 0.7], [0.1, 0.1, -0.2], [-0.4, -0.6, -0.5], [-0.4, 0.0, 0.7], [-0.1, 0.1, -0.4], [-1.7, 0.9, 0.2], [1.4, -1.0, 0.2], [-0.2, 1.8, 0.5], [0.0, 0.0, 0.1], [-0.1, -0.2, 0.2], [0.0, -0.1, 0.1], [0.1, 0.0, 0.0], [0.0, 0.0, 0.0], [0.0, -0.1, -0.3], [-0.1, -0.1, -0.1], [-0.1, -0.1, -0.1], [0.2, 0.0, 0.1], [0.2, 0.0, -0.5], [-0.2, 0.1, -0.2], [-0.1, 0.0, -0.1], [0.0, 0.1, 0.1], [0.2, -0.2, 0.2], [-0.1, 0.1, 0.2], [0.0, 0.2, 0.0], [0.1, 0.0, 0.0], [-0.1, -0.2, 0.0], [-0.3, 0.2, -0.1], [-0.1, 0.0, 0.1], [0.0, 0.0, 0.0], [-0.1, 0.0, 0.1], [0.3, 0.1, 0.1], [0.3, 0.1, -0.2], [0.1, 0.1, -0.2], [0.0, -0.1, 0.1], [0.1, 0.0, 0.2], [0.0, -0.1, 0.1], [-0.1, 0.0, -0.1], [0.1, 0.3, 0.3], [0.1, -0.1, -0.1], [0.1, -0.2, -0.1], [0.1, 0.0, 0.0], [0.0, 0.0, 0.0], [0.0, 0.0, 0.0], [0.0, 0.0, -0.1], [0.0, 0.0, 0.1], [0.0, 0.0, 0.0], [0.0, 0.0, 0.0], [0.0, 0.0, 0.0]], "homo_energy_ev": -8.7, "spin_multiplicity": 1, "charge": 0, "fmax_ev_per_a": 1.90, "orbital_gap_ev": 8.524}